102
Properties=species:S:1:pos:R:3:forces:R:3 method="wB97M-V/def2-TZVPD" lumo_energy_ev=0.03 charge=0 molar_mass_g_mol=848.67 fmax_ev_per_a=9.138 relative_energy_kcal_mol=119.64 homo_energy_ev=-10.33 smiles="C[C@H]1COC(=O)O1.C[C@H]1COC(=O)O1.C[C@H]1COC(=O)O1.C[C@H]1COC(=O)O1.O=C1OCCO1.O=C1OCCO1.O=C1OCCO1.O=C1OCCO1.O=C1OCCO1"
C 13.1286 -18.2852 2.9000 -1.7 0.4 1.7
C 11.9929 -17.4992 3.6542 1.6 -0.1 -1.6
C 12.0694 -15.9631 3.4627 2.1 -0.4 0.9
O 10.7859 -15.5586 3.0336 1.0 1.4 1.7
C 10.0764 -16.6402 2.8660 -4.8 0.4 -3.6
O 8.9159 -16.5853 2.4239 3.1 -0.7 1.8
O 10.8408 -17.7072 2.9169 -2.1 -2.4 0.0
H 12.9661 -18.0652 1.8449 0.9 0.3 0.1
H 12.9437 -19.3505 3.0381 0.0 0.0 0.0
H 14.0257 -18.0346 3.4661 0.5 0.1 -0.9
H 11.8743 -17.9114 4.6562 -0.1 0.5 0.2
H 12.7780 -15.7025 2.6765 0.0 -0.1 -0.1
H 12.4477 -15.5410 4.3937 -0.6 0.7 0.0
C 7.9214 -7.6690 18.7716 0.9 -0.5 0.2
C 8.3807 -8.2709 17.4194 -0.4 0.9 1.9
C 9.7562 -8.9755 17.5505 -1.1 1.8 0.2
O 9.5033 -10.1535 16.8816 0.0 -2.1 -1.3
C 8.1570 -10.3772 16.7064 -0.7 -6.2 -0.6
O 7.6414 -11.4983 16.3998 2.6 4.8 0.8
O 7.4755 -9.3505 17.0667 -0.5 2.4 0.2
H 6.9361 -7.2151 18.8770 0.0 -0.3 -0.5
H 8.6516 -6.9542 19.1510 0.1 0.4 -0.5
H 8.0590 -8.4507 19.5186 -0.6 -0.3 0.0
H 8.4220 -7.5090 16.6411 -0.4 -0.3 -0.2
H 10.0710 -9.1435 18.5805 -0.2 -0.2 0.1
H 10.5004 -8.3299 17.0843 0.2 -0.5 -0.3
C 3.9355 -15.8115 10.8995 0.4 0.2 1.1
C 3.3243 -16.1349 9.5719 -0.2 0.5 -1.1
C 4.2459 -16.7943 8.6078 2.5 1.7 -0.8
O 3.8946 -18.1156 8.5627 1.6 -2.0 -1.1
C 2.6467 -18.2661 8.9205 -0.8 0.1 0.8
O 1.9916 -19.2492 8.7496 0.0 0.7 0.3
O 2.2884 -17.1140 9.5560 -2.0 -0.2 0.9
H 3.3560 -15.2074 11.5975 -0.7 -0.5 -0.1
H 4.8081 -15.1614 10.8372 0.2 -0.1 -0.8
H 4.3092 -16.7115 11.3878 -0.2 -0.1 0.1
H 2.9780 -15.2621 9.0184 -0.5 0.3 0.7
H 5.2896 -16.6574 8.8908 0.1 -0.4 0.1
H 4.1794 -16.3474 7.6159 -0.2 -0.1 -0.2
C 10.2570 -13.3001 11.6199 -1.5 -0.3 -0.9
C 9.5755 -13.2522 10.2144 0.0 0.3 1.6
C 10.4575 -12.7749 9.1489 1.1 2.7 -1.4
O 10.2211 -13.6442 8.0205 1.9 3.6 -0.3
C 9.7471 -14.7151 8.4926 -2.1 -4.0 1.3
O 9.6959 -15.7552 7.9008 -0.1 0.0 0.2
O 9.2350 -14.5549 9.7742 0.6 -0.8 -0.7
H 11.0977 -13.9894 11.5416 -0.1 0.0 0.3
H 9.4504 -13.6712 12.2522 0.4 -0.4 0.4
H 10.5416 -12.3472 12.0662 0.1 0.1 -0.5
H 8.6646 -12.6546 10.1808 -0.1 0.0 0.5
H 11.5113 -12.6176 9.3790 0.3 -1.2 0.0
H 10.2041 -11.7441 8.9012 -0.4 -0.1 -0.5
O 8.7190 -7.8626 11.1031 1.4 3.7 2.6
C 9.1962 -6.9203 11.7610 -0.1 -3.0 -2.0
O 9.5068 -6.9411 13.0769 -1.3 -1.7 -0.6
C 10.1385 -5.7842 13.4504 1.6 1.6 1.1
C 10.2497 -4.9026 12.1747 -1.4 -0.2 2.6
O 9.6610 -5.7642 11.2491 -0.2 -0.2 -2.2
H 9.5949 -5.3066 14.2655 -0.2 0.1 -0.1
H 11.1288 -6.0061 13.8481 0.1 -0.3 0.0
H 11.2663 -4.5376 12.0288 -0.2 -0.4 -0.8
H 9.5586 -4.0785 12.3523 0.3 0.4 -0.5
O 5.3275 -11.5476 7.8099 1.3 0.1 1.1
C 6.2443 -11.4146 7.0466 -3.2 1.3 -1.0
O 6.3203 -12.1599 5.9790 0.6 -3.0 -2.0
C 7.3150 -11.7228 5.0573 -0.1 0.5 0.2
C 7.7828 -10.4590 5.7000 1.3 0.1 0.4
O 6.9683 -10.3283 6.8238 0.3 1.9 2.1
H 8.2067 -12.3492 5.0819 -0.7 -0.8 -0.9
H 6.8626 -11.4252 4.1113 0.0 -1.1 -0.2
H 7.7125 -9.6002 5.0325 0.2 0.2 0.5
H 8.7806 -10.6889 6.0736 0.3 1.0 -0.2
O 11.8734 -18.6213 14.1293 1.7 2.0 0.2
C 12.2294 -17.5768 14.6468 1.0 -4.0 0.3
O 11.4427 -16.6138 14.9062 -4.2 2.1 -1.9
C 11.6861 -15.9957 16.1048 0.5 0.3 1.4
C 13.1774 -16.2639 16.1895 0.7 1.5 0.9
O 13.4311 -17.2824 15.2697 -0.2 -1.7 -1.0
H 11.4791 -14.9262 16.0673 -0.2 -0.2 -0.1
H 11.0608 -16.4764 16.8572 0.1 0.1 0.2
H 13.5689 -16.5443 17.1674 -0.1 0.0 -0.1
H 13.6364 -15.3339 15.8542 0.6 -0.1 0.0
O 15.2956 -14.3227 7.8883 -0.2 -1.1 -0.3
C 15.0413 -15.4531 8.2062 0.4 1.0 -2.8
O 14.8625 -16.5346 7.3532 0.3 1.3 -0.4
C 14.5868 -17.6852 8.1108 -0.7 -0.5 0.1
C 14.4570 -17.1690 9.5186 0.0 -0.8 0.5
O 14.9028 -15.8437 9.4139 0.0 0.0 3.3
H 13.6250 -18.1022 7.8120 0.3 -0.3 -0.4
H 15.4038 -18.4056 8.0716 -0.1 0.0 -0.5
H 15.1246 -17.7730 10.1330 -0.2 0.5 0.5
H 13.4378 -17.1616 9.9048 0.1 -0.1 0.1
O 12.9464 -9.8227 5.5743 2.5 -0.8 -3.0
C 13.7197 -9.9963 4.5919 -3.4 4.0 7.4
O 13.6688 -10.8955 3.7696 -2.7 -7.1 -3.2
C 14.3767 -10.6911 2.5885 0.2 -0.5 -0.4
C 15.2502 -9.5771 3.0449 1.0 1.1 -0.5
O 14.6927 -9.1951 4.3030 2.2 2.6 -0.5
H 14.9855 -11.5567 2.3275 -0.4 -0.2 0.0
H 13.6349 -10.4808 1.8180 0.3 0.2 -0.2
H 15.1975 -8.7545 2.3317 0.4 0.2 0.4
H 16.2696 -9.9299 3.2016 0.0 0.3 0.0

87
Properties=species:S:1:pos:R:3:forces:R:3 method="wB97M-V/def2-TZVPD" lumo_energy_ev=-7.04 charge=+2 molar_mass_g_mol=907.20 fmax_ev_per_a=0.402 relative_energy_kcal_mol=0.00 homo_energy_ev=-13.74
Ti -0.7316 -0.9249 -0.6136 0.0 0.0 -0.4
Br -1.6372 -0.4981 -3.2779 0.0 -0.1 0.1
C -0.1796 0.1751 -4.3841 -0.1 0.2 -0.1
Br 1.1942 -1.0878 -4.7409 0.1 -0.1 0.0
H 0.2177 1.0324 -3.8523 0.0 -0.1 0.0
H -0.6614 0.4412 -5.3188 0.1 0.0 0.0
C 2.0682 -1.7040 1.4000 0.0 0.0 0.1
C 0.7100 -1.7828 2.0109 0.2 0.0 0.2
C 0.6080 -1.9250 3.4097 0.0 0.0 -0.1
C -0.6056 -2.1208 3.9966 0.0 0.0 -0.1
C -1.7538 -2.2742 3.1906 -0.3 0.0 0.0
C -3.0183 -2.6010 3.7294 0.0 0.0 -0.1
C -4.0800 -2.8193 2.8949 0.0 0.0 0.0
C -3.9139 -2.7419 1.5021 0.0 0.0 0.0
C -2.6976 -2.4189 0.9408 -0.1 0.1 0.1
S -2.5074 -2.3937 -0.8206 0.1 0.0 0.2
C -1.6066 -2.1403 1.7970 0.2 0.0 0.0
N -0.3803 -1.7874 1.2378 -0.3 -0.1 0.1
H 2.8191 -1.9412 2.1497 0.0 0.0 0.0
H 2.2766 -0.7221 0.9801 0.0 0.0 0.0
H 2.1415 -2.4311 0.5943 0.1 0.0 0.0
H 1.5135 -1.8846 3.9961 0.0 0.0 0.0
H -0.6920 -2.2118 5.0711 0.0 0.0 0.0
H -3.1240 -2.6932 4.8013 0.0 0.0 0.0
H -5.0488 -3.0821 3.2951 0.0 0.0 0.0
H -4.7527 -2.9660 0.8565 0.0 0.0 0.0
C -0.9404 3.9447 -4.0748 0.0 0.0 0.0
C -0.0964 3.8814 -2.8143 0.1 0.0 0.0
C -0.3385 5.0917 -1.9306 0.0 0.1 0.0
C 1.3817 3.7265 -3.1346 0.0 0.0 -0.1
O -0.5410 2.6612 -2.1225 -0.2 0.0 0.0
Si -0.0749 1.9203 -0.7821 0.1 0.0 0.1
S 1.1473 0.2396 -1.2419 0.0 -0.1 0.1
O -1.4103 0.9837 -0.2229 0.1 0.0 -0.1
C -2.7742 1.5630 0.2382 0.2 -0.2 0.0
C -3.8204 1.0009 -0.6968 -0.1 0.0 0.1
C -2.7271 3.0703 0.1367 -0.1 0.0 0.0
C -2.9302 1.1004 1.6708 -0.1 0.0 0.0
O 0.5329 2.9114 0.2952 -0.1 0.1 0.0
C 1.0949 3.1170 1.6215 0.1 -0.1 -0.1
C 0.1563 4.0482 2.3685 0.0 0.0 0.0
C 2.4555 3.7559 1.4041 0.0 0.0 0.0
C 1.2175 1.7757 2.3294 0.0 0.0 0.0
H -0.6540 4.8044 -4.6782 0.0 0.0 0.0
H -1.9979 4.0352 -3.8300 0.0 0.0 0.0
H -0.7977 3.0475 -4.6777 0.0 0.0 0.0
H -0.0693 5.9948 -2.4779 0.0 0.0 0.0
H 0.2649 5.0522 -1.0266 0.0 0.0 0.0
H -1.3882 5.1761 -1.6547 -0.1 0.0 0.0
H 1.7541 4.6262 -3.6240 0.0 0.0 0.0
H 1.5615 2.8867 -3.8079 0.0 0.0 0.0
H 1.9690 3.5799 -2.2265 0.0 0.0 0.1
H -3.6332 1.3166 -1.7220 0.0 0.0 0.0
H -4.7931 1.3941 -0.3975 0.0 0.0 0.0
H -3.8724 -0.0856 -0.6525 0.0 0.0 0.0
H -2.6360 3.3959 -0.8948 0.0 0.0 -0.1
H -1.9331 3.5086 0.7341 0.1 0.0 0.0
H -3.6754 3.4463 0.5230 0.0 0.0 0.0
H -3.0163 0.0159 1.7343 0.0 0.0 0.0
H -3.8468 1.5244 2.0815 0.0 0.0 0.0
H -2.0963 1.4390 2.2853 0.0 0.0 0.0
H -0.0617 4.9352 1.7752 0.0 0.0 0.0
H 0.6234 4.3699 3.2987 0.0 0.0 0.0
H -0.7805 3.5509 2.6242 0.0 0.0 0.0
H 2.3530 4.7310 0.9304 0.0 0.0 0.0
H 3.0751 3.1208 0.7711 0.0 0.0 0.0
H 2.9669 3.8932 2.3563 0.0 0.0 0.0
H 0.2812 1.2137 2.2503 0.0 0.0 0.0
H 1.4265 1.9279 3.3883 0.0 0.0 0.0
H 2.0316 1.1891 1.9056 0.0 0.0 0.0
C 2.6660 -3.0373 -1.8514 0.1 -0.1 0.0
Te 0.5485 -3.1610 -1.8776 -0.3 0.2 -0.2
C 0.7432 -4.5983 -0.3248 0.0 0.0 0.1
C 2.1706 -5.0775 -0.4537 0.0 0.0 0.0
C 2.5718 -6.2681 0.1443 0.0 0.0 0.0
C 3.8840 -6.6919 0.0453 0.0 0.0 0.0
C 4.8096 -5.9322 -0.6588 0.0 0.0 0.0
C 4.4161 -4.7525 -1.2653 0.0 0.0 0.0
C 3.0973 -4.3170 -1.1657 0.0 0.1 0.0
H 2.9914 -2.1259 -1.3496 0.0 0.0 0.0
H 3.0047 -2.9888 -2.8847 0.0 0.0 0.0
H 0.0001 -5.3775 -0.4838 0.1 0.0 0.0
H 0.5494 -4.1192 0.6354 0.0 -0.1 0.0
H 1.8518 -6.8703 0.6824 0.0 0.0 0.0
H 4.1861 -7.6214 0.5061 0.0 0.0 0.0
H 5.8326 -6.2696 -0.7458 0.0 0.0 0.0
H 5.1311 -4.1697 -1.8301 0.0 0.0 0.0

92
Properties=species:S:1:pos:R:3:forces:R:3 method="wB97M-V/def2-TZVPD" lumo_energy_ev="-5.51 / -5.51" charge=+1 molar_mass_g_mol=965.10 multiplicity=2 fmax_ev_per_a=1.023 relative_energy_kcal_mol=10.82 homo_energy_ev="-10.52 / -10.53"
Pd 1.0058 1.0438 -0.3342 0.1 -1.0 0.1
S 4.6710 1.0185 -3.4444 0.0 0.0 0.0
Sb 3.6826 2.4870 -1.8837 0.0 -0.1 0.1
S 3.2329 1.0643 0.0578 0.2 0.4 0.3
S 1.3741 2.0795 -2.3286 -0.1 -0.5 -0.1
C 1.2497 -4.2620 1.9197 0.0 0.0 0.1
C 0.6316 -4.8581 0.6590 0.0 0.0 0.0
C -0.7989 -4.3930 0.4056 0.0 0.0 0.0
C -0.9276 -2.9178 0.0487 0.0 0.1 -0.1
N -0.3904 -2.6184 -1.2871 0.0 -0.1 -0.1
C 0.7397 -1.9732 -1.6013 -0.2 0.1 0.2
Se 1.9906 -1.3694 -0.3194 0.2 0.5 -0.5
N 0.8452 -1.8618 -2.9301 0.0 0.1 -0.1
C 1.9445 -1.2499 -3.6842 0.0 0.0 0.0
C 2.7754 -2.2398 -4.4894 0.0 0.0 0.0
C 3.6724 -3.1650 -3.6683 0.0 0.0 0.0
C 2.9458 -4.3083 -2.9652 0.0 0.0 0.0
C -0.2853 -2.4198 -3.5049 0.1 0.0 0.0
C -0.7002 -2.5064 -4.8319 0.0 0.0 0.0
C -1.9176 -3.1115 -5.0566 0.0 0.0 0.0
C -2.7028 -3.6108 -4.0024 0.0 0.0 0.0
C -2.2938 -3.5233 -2.6897 0.0 0.0 0.0
C -1.0606 -2.9160 -2.4628 0.0 0.1 0.1
H 2.2245 -4.7050 2.1245 0.0 0.0 0.0
H 0.6110 -4.4457 2.7861 0.0 0.0 0.0
H 1.3911 -3.1817 1.8484 0.0 0.0 0.0
H 0.6244 -5.9458 0.7488 0.0 0.0 0.0
H 1.2536 -4.6416 -0.2172 0.0 0.0 0.0
H -1.4023 -4.5605 1.3011 0.0 0.0 0.0
H -1.2508 -4.9902 -0.3904 0.0 0.0 0.0
H -0.4158 -2.2764 0.7651 0.0 0.0 0.0
H -1.9742 -2.6089 0.0326 0.1 -0.1 0.0
H 2.5703 -0.7303 -2.9604 0.0 0.0 0.0
H 1.5009 -0.4873 -4.3251 0.0 0.0 0.0
H 3.3983 -1.6329 -5.1519 0.0 0.0 0.0
H 2.1281 -2.8324 -5.1420 0.0 0.0 0.0
H 4.2344 -2.5697 -2.9407 0.0 0.0 0.0
H 4.4148 -3.5912 -4.3457 0.0 0.0 0.0
H 2.3402 -3.9633 -2.1254 0.0 0.0 0.0
H 3.6581 -5.0312 -2.5673 0.0 0.0 0.0
H 2.2867 -4.8401 -3.6561 0.0 0.0 0.0
H -0.1079 -2.1114 -5.6451 0.0 0.0 0.0
H -2.2850 -3.1991 -6.0698 0.0 0.0 0.0
H -3.6563 -4.0673 -4.2295 0.0 0.0 0.0
H -2.9073 -3.8947 -1.8808 0.0 0.0 0.0
C -1.3831 4.4373 -1.6507 0.0 0.0 0.0
N -2.2517 4.2794 -0.5020 0.0 0.1 0.0
C -3.3721 5.2070 -0.3861 0.0 0.0 0.0
C -4.4553 4.6174 0.4886 0.0 0.0 -0.1
C -3.8528 4.1891 1.8078 0.0 0.0 0.0
N -2.6587 3.3750 1.6027 0.1 0.1 0.1
C -2.2877 2.5138 2.7078 0.0 0.0 0.0
C -1.8286 3.5189 0.5385 -0.2 -0.1 0.1
O -0.7261 2.9200 0.4988 0.1 0.2 -0.1
H -1.9977 4.6844 -2.5152 0.0 0.0 0.0
H -0.8667 3.5067 -1.8465 0.1 0.0 0.0
H -0.6395 5.2276 -1.5085 0.0 0.0 0.0
H -3.7512 5.3904 -1.3910 0.0 0.0 0.0
H -3.0230 6.1680 0.0112 0.0 0.0 0.0
H -4.9015 3.7539 -0.0048 0.0 0.1 0.1
H -5.2372 5.3559 0.6642 0.0 0.0 0.0
H -4.5674 3.5862 2.3684 0.0 0.0 0.0
H -3.6006 5.0597 2.4253 0.0 0.0 0.0
H -3.1721 1.9688 3.0402 0.0 0.0 0.0
H -1.8984 3.0873 3.5560 0.0 0.0 0.0
H -1.5462 1.7930 2.3819 0.0 0.0 0.0
N -0.8997 0.2335 -0.9266 0.1 0.3 0.0
C -1.7913 0.1522 -0.1730 -0.3 0.2 -0.1
C -2.8612 0.0204 0.6726 0.0 -0.1 0.0
C -2.7453 -0.9045 1.7441 -0.1 0.2 0.2
N -2.6151 -1.6404 2.6229 0.0 0.0 -0.1
C -4.0073 0.8433 0.5219 0.0 -0.1 0.0
N -4.9362 1.5143 0.3973 0.0 -0.2 0.0
O 0.7641 0.3941 1.7091 -0.1 -0.1 -0.3
C 1.0567 1.1270 2.6910 -0.1 0.2 0.2
C 1.4925 0.4695 3.9666 0.0 0.0 0.0
C 2.9686 0.7486 4.2879 0.0 0.0 0.0
C 3.2104 2.1142 4.9237 0.0 0.0 0.0
C 2.8444 3.3048 4.0427 0.0 0.0 0.0
C 1.3653 3.3716 3.6777 0.0 0.0 0.0
N 0.9897 2.4423 2.6149 0.2 -0.1 0.1
H 1.3135 -0.5954 3.8378 0.0 0.0 0.0
H 0.8591 0.8178 4.7882 0.0 0.0 0.0
H 3.5646 0.6439 3.3750 0.0 0.0 0.0
H 3.3147 -0.0264 4.9723 0.0 0.0 0.0
H 4.2596 2.1929 5.2134 0.0 0.0 0.0
H 2.6315 2.1742 5.8522 0.0 0.0 0.0
H 3.4288 3.2890 3.1175 0.0 0.0 0.0
H 3.1058 4.2263 4.5664 0.0 0.0 0.0
H 1.1154 4.3647 3.3085 0.0 0.0 0.0
H 0.7458 3.1965 4.5630 0.0 0.0 0.0
H 0.5223 2.8043 1.7800 -0.1 0.1 0.0